*w*
Entry from the OMol25 dataset: a single C4H6N2O2 molecule (ωB97M-V/def2-TZVPD).

Geometry (Å):
1 C -0.82732 1.58365 0.06125
2 C 0.09684 0.51257 -0.14443
3 N 1.37380 0.75086 -0.17699
4 C 2.32569 -0.19827 -0.12187
5 O 2.27912 -1.46920 0.04331
6 N -0.31643 -0.81477 -0.18607
7 C -1.52834 -1.36140 -0.02255
8 O -2.61467 -0.75561 -0.14861
9 H -1.26474 1.18294 1.09077
10 H -0.31060 2.49096 0.21210
11 H -1.61709 1.62744 -0.75019
12 H 3.35607 0.30273 -0.17480
13 H 0.50692 -1.47011 0.13427
14 H -1.45923 -2.38180 0.18381

Computed properties:
E_LUMO = -0.581 eV
Orbital gap = 9.86 eV
SMILES = C/C(=N/C=O)NC=O
Charge = 0

=====

*x*
Entry from the OMol25 dataset: a single C4H6N2O2 molecule (ωB97M-V/def2-TZVPD).

Geometry (Å):
1 N 2.13218 -0.18694 1.10788
2 O 0.88006 -0.52922 1.75051
3 C -0.10692 -0.52041 0.83822
4 N -1.35333 -0.24166 1.16522
5 C -1.82803 0.37631 0.02210
6 C -0.91128 0.30056 -0.98523
7 O -0.77866 0.98731 -2.15122
8 C 0.12252 -0.72632 -0.61973
9 H 2.83517 -0.64980 1.67962
10 H 2.23327 0.82014 1.23824
11 H -2.76602 0.90993 0.05644
12 H -1.41434 1.70667 -2.19212
13 H 1.11493 -0.50467 -0.98823
14 H -0.15956 -1.74190 -0.92170

Computed properties:
E_LUMO = 0.655 eV
Orbital gap = 7.85 eV
SMILES = NOC1=NC=C(O)C1
Charge = 0

=====

*y*
Entry from the OMol25 dataset: C4H6N2O2 as an isolated structure (ωB97M-V/def2-TZVPD).

Geometry (Å):
1 C 0.57423 -0.47797 -0.18604
2 C -1.52046 0.29181 -0.09659
3 C -0.72164 1.34738 0.04095
4 C 0.61358 0.88876 -0.06953
5 H 2.39207 -1.64140 -0.87300
6 H 1.82118 -1.92979 0.79634
7 H -1.15220 -1.77233 0.23001
8 H -3.32476 0.81701 -0.25818
9 H -0.97859 2.43537 0.07633
10 H 2.34185 0.54523 0.48258
11 N 1.77122 -1.22000 0.05710
12 N -0.77236 -0.80467 -0.18276
13 O -2.87763 -0.09561 0.05292
14 O 1.83350 1.61622 -0.07013

Computed properties:
E_LUMO = 0.520 eV
Orbital gap = 8.11 eV
Charge = 0

=====

Best to worst by energy: *w*, *y*, *x*.

=====

*w*
Entry from the OMol25 dataset: a single C4H6N2O2 molecule (ωB97M-V/def2-TZVPD).

Geometry (Å):
1 C 2.98570 -0.37847 0.41736
2 N 2.19975 0.08616 -0.43580
3 N 0.95866 -0.48075 -0.36037
4 C -0.01297 0.37009 -0.07678
5 C -0.34574 1.79840 0.02823
6 C -1.39414 -0.40677 0.18161
7 O -1.45257 -1.63814 -0.07401
8 O -2.56536 0.33124 0.14330
9 H 3.90032 0.34421 0.57766
10 H 3.16117 -1.32433 1.02415
11 H -1.44711 1.87583 -0.00440
12 H 0.11323 2.17454 0.86631
13 H 0.28566 2.27979 -0.76837
14 H -3.37572 -0.43227 0.02095

Computed properties:
E_LUMO = 0.010 eV
Orbital gap = 9.46 eV
SMILES = C=N/N=C(\C)C(=O)O
Charge = 0

=====

*x*
Entry from the OMol25 dataset: a single C4H6N2O2 molecule (ωB97M-V/def2-TZVPD).

Geometry (Å):
1 C -1.00799 1.45971 0.07611
2 O -2.11523 0.47641 -0.35355
3 C -1.85986 -0.81042 -0.20317
4 N -0.62959 -1.41086 -0.21467
5 O 0.25387 -0.41370 0.14946
6 C 1.52044 -0.95314 0.09387
7 C 2.62226 -0.07918 -0.05452
8 N 3.46421 0.73540 -0.42377
9 H -1.58296 2.24244 0.38347
10 H -0.28275 1.78254 -0.77706
11 H -0.72132 1.32344 1.17874
12 H -2.76884 -1.26160 -0.33786
13 H 1.45389 -1.25003 1.20644
14 H 1.65387 -1.84102 -0.72350

Computed properties:
E_LUMO = 0.559 eV
Orbital gap = 9.57 eV
SMILES = CO/C=N\OCC#N
Charge = 0

=====

Best to worst by energy: *w*, *x*.

=====

*w*
Entry from the OMol25 dataset: a 2-piece molecular cluster, C4H6N2O2 overall (ωB97M-V/def2-TZVPD).

Geometry (Å):
1 C 0.30986 -0.52708 -1.53776
2 C 1.01680 -0.87262 -0.40136
3 C 1.02417 -0.64317 1.00479
4 C 0.27851 0.30690 1.62799
5 H -0.88352 1.25194 -1.19348
6 H -0.42039 0.99527 -2.95454
7 H 0.42502 -1.42618 -2.41791
8 H 1.30779 -2.14341 -0.51746
9 H 0.64275 0.39319 2.67680
10 H -1.99173 1.84829 0.87429
11 N -0.98123 0.14575 -1.80410
12 N -0.80964 0.60561 1.06274
13 O 1.56948 -1.51677 1.66786
14 O -1.48787 1.58227 1.91212

Computed properties:
E_LUMO = -0.740 eV
Orbital gap = 8.88 eV
Charge = 0

=====

*x*
Entry from the OMol25 dataset: a single C4H6N2O2 molecule (ωB97M-V/def2-TZVPD).

Geometry (Å):
1 C -1.68221 0.36400 -1.16541
2 C -0.84820 -0.16058 -0.02958
3 N -0.30480 -1.29350 -0.15650
4 C 0.75573 -1.36888 0.81892
5 O 1.84867 -0.64531 -0.00808
6 N 1.32702 0.66576 -0.10950
7 C 0.20321 0.64842 0.81182
8 O 0.54913 -0.38518 1.71173
9 H -2.70994 0.39024 -1.21972
10 H -1.28877 -0.10572 -1.96332
11 H -1.30867 1.37717 -1.33058
12 H 1.21179 -2.27834 1.16023
13 H 2.16983 1.13677 0.24618
14 H 0.07720 1.65517 1.23379

Computed properties:
E_LUMO = 0.855 eV
Orbital gap = 9.95 eV
SMILES = CC1=N[C@H]2ON[C@@H]1O2
Charge = 0

=====

*y*
Entry from the OMol25 dataset: a single C4H6N2O2 molecule (ωB97M-V/def2-TZVPD).

Geometry (Å):
1 C 2.27454 0.87773 -0.10375
2 C 1.19920 -0.24617 -0.03240
3 O 1.27407 -1.23713 -0.70522
4 N 0.06032 0.03995 0.70988
5 O -0.80569 -0.98345 0.90080
6 C -1.81889 -1.03486 -0.14199
7 C -2.60964 0.15889 -0.19165
8 N -3.37189 1.01672 -0.37399
9 H 2.65291 0.89127 -1.12429
10 H 3.09760 0.78507 0.63554
11 H 1.92722 1.94691 0.10366
12 H 0.01918 0.91154 1.36033
13 H -1.44935 -1.27300 -1.15464
14 H -2.44958 -1.85348 0.11772

Computed properties:
E_LUMO = 0.620 eV
Orbital gap = 10.96 eV
SMILES = CC(=O)NOCC#N
Charge = 0

=====

*z*
Entry from the OMol25 dataset: a single C4H6N2O2 molecule (ωB97M-V/def2-TZVPD).

Geometry (Å):
1 C 0.24773 -1.04722 0.10354
2 C 0.40982 1.48912 -1.10967
3 C -0.87745 -0.24674 -0.30486
4 O -2.07561 -0.66408 0.18056
5 O 0.03656 -2.18840 0.80289
6 N -0.79015 0.93285 -0.84389
7 C 1.20725 0.20212 1.09075
8 N 1.67398 0.15795 2.15792
9 H -2.70624 0.06235 0.06572
10 H -0.79381 -2.11553 1.29468
11 H 1.03347 -1.18444 -0.63225
12 H 0.39113 2.55134 -1.32843
13 H 1.08480 1.12754 0.18950
14 H 1.15854 0.92313 -1.66647

Computed properties:
E_LUMO = -0.216 eV
Orbital gap = 8.64 eV
Charge = 0

=====

Best to worst by energy: *y*, *z*, *x*, *w*.

=====

*w*
Entry from the OMol25 dataset: a 2-piece molecular cluster, CH3BrO2 overall (ωB97M-V/def2-TZVPD).

Geometry (Å):
1 C -1.55080 -0.25199 0.15880
2 O -0.70279 0.58820 0.10491
3 O 2.29251 0.87776 -0.14271
4 Br 2.56880 -0.86166 -0.45939
5 H -2.62326 -0.00876 0.10746
6 H 1.33142 0.97783 -0.03248
7 H -1.31589 -1.32137 0.26342

Computed properties:
2S+1 = 3
E_LUMO (alpha / beta) = 0.028 / -3.043 eV
Orbital gap (alpha / beta) = 7.21 / 6.88 eV
Charge = 0
Expectation value of S² = 2.006

=====

*x*
Entry from the OMol25 dataset: a 2-piece molecular cluster, CH3BrO2 overall (ωB97M-V/def2-TZVPD).

Geometry (Å):
1 C -0.91195 -0.25316 0.38883
2 O 0.43068 0.09139 0.76809
3 O 1.29575 0.57997 -1.08384
4 Br 2.97375 0.45015 -0.94566
5 H -1.58108 0.03885 1.20019
6 H -0.92519 -1.39173 0.09954
7 H -1.28197 0.48453 -0.42715

Computed properties:
2S+1 = 3
E_LUMO (alpha / beta) = 0.478 / -3.086 eV
Orbital gap (alpha / beta) = 10.45 / 5.61 eV
Charge = 0
Expectation value of S² = 2.019

=====

Best to worst by energy: *w*, *x*.

=====

*w*
Entry from the OMol25 dataset: a single C3H6N2S3 molecule (ωB97M-V/def2-TZVPD).

Geometry (Å):
1 C 2.58948 -0.40969 -0.60750
2 S 1.05645 0.24056 -1.38166
3 C -0.24086 0.62147 -0.09950
4 S 0.31116 2.15674 0.82213
5 N -0.43788 -0.38921 0.87344
6 N -1.47775 -0.97570 0.98182
7 C -2.48567 -0.55429 0.06242
8 S -1.86201 0.83594 -0.99985
9 H 2.88095 0.02898 0.37379
10 H 3.30287 -0.14116 -1.47861
11 H 2.62488 -1.55730 -0.58936
12 H -0.13315 2.02438 1.98597
13 H -2.79631 -1.48953 -0.51664
14 H -3.33214 -0.39118 0.57355

Computed properties:
E_LUMO = 0.398 eV
Orbital gap = 9.29 eV
SMILES = CS[C@]1(S)N=NCS1
Charge = 0

=====

*x*
Entry from the OMol25 dataset: a single C3H6N2S3 molecule (ωB97M-V/def2-TZVPD).

Geometry (Å):
1 C -0.33365 1.16729 -0.44544
2 C -0.89013 -1.08577 0.54083
3 C 1.06443 -0.84182 -0.76955
4 N 0.52911 1.98208 0.16978
5 N -0.13408 -0.26692 -0.14131
6 S -1.53429 1.55724 -1.51108
7 S 1.90637 1.60817 1.07353
8 S -2.05740 -0.33210 1.52479
9 H -0.67271 -2.07282 0.26551
10 H 0.93053 -1.98611 -0.70217
11 H 1.14374 -0.58651 -1.77886
12 H 1.97543 -0.69190 -0.23894
13 H 0.60185 2.98904 -0.22670
14 H -2.52919 -1.43988 2.23961

Computed properties:
E_LUMO (alpha / beta) = -1.140 / -1.140 eV
Orbital gap (alpha / beta) = 5.61 / 5.61 eV
Charge = 0

=====

Best to worst by energy: *w*, *x*.

=====

*w*
Entry from the OMol25 dataset: C4H4CuO as an isolated structure (ωB97M-V/def2-TZVPD).

Geometry (Å):
1 O -0.87995 -0.50195 1.42502
2 C 0.26324 0.10561 1.42278
3 C 1.15581 -0.19269 0.30597
4 C 1.65109 -1.53172 -0.32648
5 C 0.89606 -0.50518 -1.06342
6 H 1.75835 0.06377 1.50348
7 H 0.27615 1.16719 1.74646
8 H 1.17952 -2.46067 0.02153
9 H 2.74119 -1.61792 -0.42862
10 Cu -1.76346 -0.82314 -0.44324

Computed properties:
2S+1 = 2
E_LUMO (alpha / beta) = -1.242 / -1.231 eV
Orbital gap (alpha / beta) = 5.51 / 7.09 eV
Charge = 0
Expectation value of S² = 0.777

=====

*x*
Entry from the OMol25 dataset: C4H4CuO as an isolated structure (ωB97M-V/def2-TZVPD).

Geometry (Å):
1 O 0.18944 -1.66806 1.06333
2 C -0.34541 -0.51218 1.19393
3 C -0.43104 0.35204 0.02529
4 C 0.62164 0.91906 -0.97726
5 C -0.45653 0.01482 -1.39415
6 H -0.43202 1.06995 1.11325
7 H -1.17092 -0.38851 1.92966
8 H 1.65125 0.55556 -0.84594
9 H 0.55139 2.00126 -1.15325
10 Cu -0.17781 -2.34395 -0.95485

Computed properties:
2S+1 = 2
E_LUMO (alpha / beta) = -0.810 / -0.791 eV
Orbital gap (alpha / beta) = 6.04 / 7.64 eV
Charge = 0
Expectation value of S² = 0.760

=====

Best to worst by energy: *x*, *w*.

=====

*w*
Entry from the OMol25 dataset: a 2-piece molecular cluster, C3H2Br2ClF overall (ωB97M-V/def2-TZVPD).

Geometry (Å):
1 C -0.14198 -0.30612 0.70668
2 C -1.20273 1.02393 -0.51596
3 C 1.14939 -0.32266 0.26188
4 F -2.42474 0.55613 -0.32524
5 Cl -0.96080 2.59133 -0.79465
6 Br -1.29870 -1.69856 0.88926
7 Br 1.66055 -1.76054 -1.14899
8 H 1.46136 0.61474 -0.14339
9 H 1.75764 -0.69825 1.07041

Computed properties:
2S+1 = 3
E_LUMO (alpha / beta) = 0.393 / -2.052 eV
Orbital gap (alpha / beta) = 8.14 / 7.94 eV
Charge = 0
Expectation value of S² = 2.014

=====

*x*
Entry from the OMol25 dataset: a single C3H2Br2ClF molecule (ωB97M-V/def2-TZVPD).

Geometry (Å):
1 C 0.30178 -0.34766 -0.51707
2 C -0.98895 -0.84924 -0.36761
3 C 0.73337 0.57005 0.53268
4 F -1.59058 -1.53184 -1.26031
5 Cl -1.86083 -0.49915 1.01748
6 Br 1.26867 -0.70995 -2.03445
7 Br -0.26581 2.28261 0.55559
8 H 0.57994 0.03498 1.49932
9 H 1.82240 1.05021 0.57437

Computed properties:
2S+1 = 3
E_LUMO (alpha / beta) = 0.509 / -2.538 eV
Orbital gap (alpha / beta) = 6.50 / 7.48 eV
Charge = 0
Expectation value of S² = 2.009

=====

Best to worst by energy: *x*, *w*.

=====

*w*
Entry from the OMol25 dataset: a 2-piece molecular cluster, C3H8N2OS2 overall (ωB97M-V/def2-TZVPD).

Geometry (Å):
1 C 0.58252 0.74206 1.70407
2 C 0.63835 1.36536 0.52470
3 C 1.53281 2.44611 0.11368
4 N -1.87414 -2.65622 -0.51946
5 N -1.82342 -2.24800 -1.80109
6 O 0.69859 -1.75224 0.02765
7 S -0.38362 0.79648 -0.88001
8 S 0.52967 -1.03946 -1.27246
9 H -0.06921 -0.15649 1.63407
10 H 1.19866 0.96502 2.45433
11 H 2.06201 2.17083 -0.81011
12 H 0.78467 3.22408 -0.22688
13 H 2.19448 2.85021 1.01085
14 H -1.01494 -2.90057 -0.19448
15 H -2.47527 -2.27708 0.20636
16 H -2.58117 -1.53009 -1.97121

Computed properties:
E_LUMO (alpha / beta) = 0.571 / -0.871 eV
Orbital gap (alpha / beta) = 8.78 / 7.20 eV
Charge = 0

=====

*x*
Entry from the OMol25 dataset: a single C3H8N2OS2 molecule (ωB97M-V/def2-TZVPD).

Geometry (Å):
1 C -2.03456 -0.07201 1.14851
2 C -1.68201 -0.23827 -0.39913
3 O -0.52141 -0.83486 -0.52235
4 C 0.60206 -0.03906 -0.57985
5 N 0.38347 1.24902 -0.55064
6 S 2.10561 1.80943 0.12085
7 N 1.71511 -0.99973 -0.67887
8 S 2.95759 -1.19967 0.47418
9 H -2.75718 0.83115 1.23045
10 H -1.16050 0.50731 1.57805
11 H -2.43008 -1.05954 1.70922
12 H -2.37580 -1.07327 -0.91097
13 H -1.79956 0.74427 -0.99917
14 H 1.70002 3.01395 -0.23204
15 H 1.27343 -1.84303 -1.21065
16 H 4.02383 -0.79568 -0.17760

Computed properties:
E_LUMO = 0.351 eV
Orbital gap = 9.08 eV
SMILES = CCO/C(=N/S)NS
Charge = 0

=====

Best to worst by energy: *x*, *w*.